Below is C5H7NO as an isolated structure, with properties calculated with the ωB97M-V functional and the def2-TZVPD basis.

LUMO: 0.26 eV
orbital gap: 0.3562 hartree

Structure (ORCA input):
```
! wB97M-V def2-TZVPD RIJCOSX def2/J DEFGRID3
* xyz 0 1
O -0.49 2.25 -0.32
N -0.71 -1.33 -0.45
C -0.17 -0.10 -1.03
C 0.74 -1.01 -0.27
C -0.81 -0.98 0.98
C -0.86 1.11 -0.40
C 0.51 -0.85 1.20
H -1.73 -0.85 1.54
H -0.02 -0.07 -2.11
H 1.16 -0.89 2.06
H 1.11 1.98 -0.43
H 1.51 -1.60 -0.76
H 1.64 1.44 0.03
H -1.89 0.91 -0.06
*
```

---

Below is one molecule with the formula C4H7NO, with properties calculated with the ωB97M-V functional and the def2-TZVPD basis.

LUMO: 1.00 eV
orbital gap: 0.3897 hartree

Structure (ORCA input):
```
! wB97M-V def2-TZVPD RIJCOSX def2/J DEFGRID3
* xyz 0 1
O 0.87 0.68 1.24
N -0.19 -1.38 0.79
C -0.54 -0.98 -0.57
C 0.07 1.25 0.20
C 0.51 -0.60 1.50
C 0.09 0.34 -1.01
H -1.63 -0.94 -0.66
H -0.95 1.35 0.59
H 1.13 0.19 -1.32
H -0.22 -1.81 -1.20
H -0.44 0.78 -1.86
H 0.91 -0.92 2.46
H 0.48 2.25 0.01
*
```

---

Below is C30H50BrN3P2STi as an isolated structure, with properties calculated with the ωB97M-V functional and the def2-TZVPD basis.

expectation value of S²: 2.01
LUMO (alpha / beta): -5.58 / -8.80 eV
orbital gap (alpha / beta): 0.2737 / 0.1555 hartree

Structure (ORCA input):
```
! wB97M-V def2-TZVPD RIJCOSX def2/J DEFGRID3
* xyz 2 3
Br -2.84 -1.97 2.99
Ti -1.06 0.15 -2.94
S 0.85 2.07 2.20
P 2.69 -0.69 -0.01
P -2.26 -2.32 -2.48
N 1.35 0.93 4.58
N -0.24 6.16 -4.25
N -0.77 1.79 4.34
C 2.62 -2.10 1.17
C 5.49 -0.89 0.57
C -3.04 -0.73 -3.11
C -1.68 2.74 3.71
C -2.94 1.23 0.32
C 4.31 0.07 0.43
C -0.67 5.23 -5.11
C -1.10 2.09 -2.87
C -3.40 -2.76 -1.03
C -0.97 3.90 -4.70
C -2.35 -0.59 1.88
C 3.10 -3.46 0.68
C -0.05 5.81 -2.99
C 1.24 1.12 6.03
C -0.76 3.49 -3.38
C -1.03 -0.38 1.46
C 3.11 -1.37 -1.68
C -1.46 0.68 5.02
C -0.78 0.15 0.20
C -0.37 4.53 -2.49
C -0.19 -3.93 -1.87
C -4.65 -3.49 -1.49
C -0.64 -2.45 -1.66
C 3.17 -0.28 -2.75
C -2.64 -0.45 -4.58
C -1.51 1.52 -1.71
C 0.46 1.57 3.76
C 2.70 0.74 4.05
C -3.31 0.33 1.35
C -1.71 1.04 -0.38
H -0.74 -2.30 -0.56
H -0.32 4.42 -1.42
H -3.70 1.99 -0.05
H 3.90 0.51 -2.50
H 0.30 6.61 -2.33
H -0.24 -0.74 2.09
H 2.24 1.35 6.42
H 1.57 -2.16 1.49
H -5.29 -3.72 -0.63
H -2.30 0.30 4.43
H 5.37 -1.60 1.41
H -4.31 0.34 1.83
H 2.50 -3.83 -0.17
H 2.65 0.14 3.14
H 0.90 -3.99 -1.76
H -0.76 -0.18 5.16
H 3.20 -1.79 2.06
H 0.15 -1.73 -2.03
H 4.15 -3.47 0.39
H -1.56 -0.56 -4.85
H 2.32 -2.11 -1.94
H -5.23 -2.89 -2.17
H -2.82 0.13 -2.35
H 2.98 -4.19 1.50
H 4.05 -1.91 -1.60
H -0.79 5.58 -6.15
H -1.08 3.58 3.32
H -2.24 2.28 2.87
H -3.00 0.54 -4.89
H 3.30 0.24 4.81
H -4.13 -0.80 -2.92
H -3.64 -1.83 -0.49
H -1.82 1.03 5.99
H 3.48 -0.72 -3.71
H -4.41 -4.43 -1.99
H 2.20 0.20 -2.91
H -2.79 -3.37 -0.33
H -0.65 -4.61 -1.15
H -2.39 3.10 4.46
H -0.50 -4.26 -2.88
H 4.13 0.61 1.38
H 3.15 1.71 3.80
H 0.14 -0.17 -0.33
H 6.39 -0.29 0.77
H 4.52 0.82 -0.34
H -1.48 3.27 -5.41
H -3.19 -1.21 -5.16
H 0.55 1.93 6.26
H 0.89 0.19 6.52
H 5.68 -1.47 -0.35
*
```